Here is 15 unconnected molecules or ions with the total composition C20H70O25 from OMol25. Energies are from ωB97M-V with the def2-TZVPD basis set.

```
115
Properties=species:S:1:pos:R:3:forces:R:3
O -2.858 19.895 4.954 0.9 -0.4 -0.4
H -3.440 19.261 5.389 -0.4 -0.1 0.4
H -2.200 19.298 4.562 -0.2 0.4 0.0
O -6.418 20.762 -1.703 -0.3 -0.6 0.3
H -6.362 21.010 -2.612 0.0 0.5 -0.9
H -6.497 19.796 -1.732 -0.1 -0.2 0.3
O -5.166 22.289 0.041 1.7 0.3 0.6
H -5.538 21.739 -0.635 -0.6 -0.4 -0.5
H -5.841 22.744 0.510 -0.9 0.4 0.4
O -6.332 18.009 -2.318 0.6 1.3 -1.4
H -6.044 17.161 -2.034 0.2 -1.2 0.7
H -5.638 18.241 -2.976 -0.7 -0.1 0.5
O -4.063 21.720 3.349 -1.2 0.3 -0.7
H -3.341 22.322 3.480 0.5 0.2 0.1
H -3.827 20.891 3.757 0.6 -0.3 0.5
C -8.470 14.248 2.789 1.2 0.3 0.4
C -7.416 14.497 1.720 -1.1 0.0 -2.5
O -7.227 15.925 1.547 -1.1 -1.2 1.6
O -8.875 12.923 2.748 -0.1 -2.2 1.3
H -9.319 14.905 2.834 -0.4 0.6 -0.9
H -8.030 14.353 3.743 0.9 0.9 1.1
H -7.857 14.171 0.731 0.2 -0.1 1.0
H -6.482 13.874 1.798 -0.7 1.0 0.6
H -6.471 16.049 1.020 1.6 0.5 -1.1
H -8.615 12.573 3.643 -0.7 0.1 -1.7
C -0.107 17.122 -0.203 0.7 -0.8 2.0
C -0.420 16.161 -1.358 0.5 -0.3 0.5
O -1.747 16.360 -1.779 -0.7 0.3 -0.9
O 1.295 17.102 0.161 -0.2 -1.2 -1.1
H -0.662 16.896 0.781 0.1 0.3 -1.9
H -0.251 18.121 -0.537 -1.0 0.8 -0.3
H -0.345 15.101 -1.143 0.5 -0.2 0.7
H 0.263 16.335 -2.183 0.4 0.4 -0.1
H -1.809 15.949 -2.661 -0.2 0.3 0.7
H 1.430 17.486 1.022 -0.2 0.3 0.2
C -0.254 20.599 2.696 0.4 0.6 -1.9
C 1.195 21.051 2.670 0.2 0.8 3.2
O 1.326 22.361 3.320 -0.3 0.1 -1.2
O -0.311 19.371 1.988 0.1 -1.5 0.6
H -0.836 21.281 2.100 -0.4 0.4 -0.2
H -0.744 20.526 3.647 0.3 0.1 0.8
H 1.713 20.933 1.721 -0.4 0.7 -0.1
H 1.715 20.426 3.367 0.6 -1.1 0.2
H 1.698 22.337 4.214 -0.1 -0.6 -0.6
H 0.149 18.708 2.541 -0.4 0.4 -0.4
C -7.931 20.058 1.246 -1.9 3.0 2.4
C -7.511 20.097 2.780 -0.3 1.4 -0.5
O -7.951 21.358 3.341 1.2 -0.6 1.8
O -7.731 18.806 0.738 1.8 0.5 -2.4
H -7.454 20.881 0.641 0.0 -1.2 0.7
H -9.064 20.324 1.234 1.7 -0.4 0.0
H -6.441 19.992 2.995 0.1 0.1 -0.8
H -7.984 19.369 3.421 -0.5 -1.1 -0.6
H -7.566 21.280 4.277 -1.0 0.8 -2.0
H -8.331 18.256 1.159 -1.5 -2.1 1.1
C -4.354 19.008 1.203 1.4 0.5 -1.1
C -3.518 18.983 -0.170 -1.6 -0.4 2.1
O -2.373 19.735 -0.017 0.0 1.0 -1.1
O -5.283 17.972 1.142 -1.3 -0.3 -0.1
H -4.907 19.966 1.318 0.9 -0.3 0.0
H -3.666 18.841 2.073 -0.3 0.3 -0.6
H -4.158 19.449 -0.921 0.1 -0.1 -0.2
H -3.314 17.917 -0.422 -0.1 0.5 0.0
H -1.766 19.216 0.471 1.2 -0.5 0.9
H -6.126 18.441 0.893 0.3 -1.3 0.3
C -2.760 15.455 1.954 0.0 -0.7 0.9
C -3.115 14.898 3.339 0.9 -1.4 -1.8
O -2.276 15.411 4.302 1.5 1.8 -0.7
O -3.953 15.253 1.167 2.3 -2.1 0.5
H -1.839 14.939 1.579 -1.0 0.2 -0.2
H -2.444 16.493 2.118 -0.5 0.2 -0.4
H -3.070 13.780 3.265 -0.2 0.7 0.3
H -4.074 15.220 3.579 -2.2 0.3 0.0
H -2.283 14.822 5.005 0.3 -1.5 2.2
H -4.286 16.094 1.010 -1.2 2.7 -0.6
C -1.939 18.835 -5.101 3.0 -2.5 -1.5
C -0.800 19.240 -4.185 -0.1 -2.0 -2.0
O -1.411 19.361 -2.973 2.2 2.8 1.7
O -2.605 17.666 -4.564 -1.2 2.4 0.3
H -1.443 18.587 -6.059 -0.5 -0.1 0.0
H -2.580 19.612 -5.301 -2.0 1.6 0.0
H -0.248 20.090 -4.595 -0.3 0.3 0.7
H -0.104 18.359 -4.203 0.0 0.6 0.2
H -2.083 18.743 -2.989 -2.3 -2.4 0.6
H -2.123 16.903 -4.790 1.0 -1.3 -0.6
C 1.147 20.659 -0.879 1.0 -0.3 1.4
C 2.265 20.043 -1.735 -1.2 0.6 -0.7
O 3.237 19.372 -0.995 -1.5 -0.1 1.5
O 0.033 21.010 -1.628 1.1 1.6 0.5
H 1.498 21.529 -0.264 -0.2 -0.3 -1.0
H 0.918 19.923 -0.093 -0.2 -0.2 -0.2
H 2.703 20.799 -2.343 0.6 1.1 -0.3
H 1.746 19.458 -2.517 0.1 -0.7 0.5
H 3.991 19.269 -1.523 1.6 -0.2 -1.1
H -0.314 20.243 -2.050 -0.7 -1.0 -0.2
C -5.733 17.595 4.502 -1.1 0.4 -1.2
C -5.174 17.062 5.780 -1.9 1.3 0.2
O -4.316 18.077 6.252 0.5 -0.3 0.9
O -6.885 16.908 4.042 0.1 0.0 2.1
H -4.959 17.630 3.744 0.2 0.0 -0.3
H -6.124 18.609 4.597 0.7 0.3 0.7
H -4.599 16.186 5.625 0.2 -1.3 -0.1
H -6.032 16.962 6.480 0.6 -0.5 -0.2
H -3.816 17.619 6.932 0.4 0.6 0.2
H -6.716 16.542 3.200 0.1 -0.7 -1.9
C -3.372 21.918 -3.047 0.5 -0.1 0.5
C -2.507 22.508 -4.151 -0.5 -1.3 0.8
O -2.039 23.695 -3.617 0.4 0.5 0.1
O -2.817 21.818 -1.768 0.8 -1.9 -0.3
H -3.704 20.978 -3.381 -0.4 -1.8 -0.7
H -4.283 22.433 -2.923 -1.1 1.4 -0.1
H -3.197 22.641 -4.983 0.1 0.2 -0.5
H -1.755 21.718 -4.440 -0.1 1.1 0.3
H -1.468 24.155 -4.219 0.4 0.3 -0.5
H -2.489 20.873 -1.659 -0.2 2.1 0.2
```
Forces are in eV/Å.

Its HOMO energy is -8.8 eV. For the frontier orbital gap, the calculation gives 8.7138 eV. As for the multiplicity: 1.


Here is 18 unconnected molecules or ions with the total composition C20H73F4N2O24P2 from OMol25. Energies are from ωB97M-V with the def2-TZVPD basis set.

```
125
Properties=species:S:1:pos:R:3:forces:R:3
C -0.242 4.093 3.595 -1.0 -1.1 0.0
C -0.728 3.609 2.229 -0.2 -0.2 0.1
C -1.721 4.518 1.510 1.6 0.6 -0.3
N -0.331 2.464 1.807 2.1 2.1 0.5
C 0.300 2.387 0.472 -1.3 -3.5 -0.2
O 1.405 3.190 0.242 -1.0 0.9 0.3
C 1.118 4.447 -0.364 0.5 0.7 -0.9
C 2.112 5.539 0.092 0.6 -0.3 0.3
C 2.513 5.396 1.576 0.1 0.3 0.5
C 3.340 5.549 -0.857 0.5 0.2 0.7
C 4.071 4.204 -0.879 -0.2 -0.2 -0.7
C 4.347 6.657 -0.463 -0.6 0.0 0.2
O -0.641 2.375 -0.566 0.4 0.7 0.4
P -1.330 0.780 -0.860 -1.5 -0.6 -1.7
N -2.043 -0.775 -1.411 0.3 0.0 0.5
C -0.159 0.594 -2.383 0.7 -0.3 0.4
C 0.523 -0.777 -2.493 1.0 0.9 -0.4
O 0.024 -1.493 -3.665 0.2 -0.6 0.7
C 0.242 -2.805 -3.549 -0.8 0.5 -0.3
O -0.687 -3.568 -3.641 0.1 -0.3 -0.9
C -2.730 1.005 0.448 1.1 0.2 0.9
C -2.581 0.161 1.710 -0.8 0.5 -0.1
O -2.497 -1.256 1.404 0.3 0.0 0.6
C -1.718 -1.873 2.401 -0.9 0.1 -0.3
C -1.726 -3.381 2.175 1.3 0.7 0.4
F -2.591 -4.038 2.983 -0.6 -0.2 -0.2
F -0.513 -3.875 2.515 0.1 -0.2 0.1
F -1.938 -3.740 0.917 -0.4 -0.2 -0.1
P -2.753 1.870 -2.308 -0.8 -0.7 -0.7
O -3.522 0.996 -3.274 0.2 0.4 0.1
O -0.213 0.079 0.266 0.3 0.0 -0.2
C 0.885 0.926 0.413 0.5 1.2 0.3
C 1.854 0.490 1.534 0.6 -0.5 -0.6
C 3.156 -0.033 0.913 0.1 0.0 0.6
F 2.231 1.522 2.389 -0.1 0.2 0.1
H 0.728 3.658 3.829 0.1 0.2 -0.3
H -0.944 3.679 4.325 0.1 0.3 0.2
H -0.274 5.179 3.651 0.1 -0.1 0.1
H -1.469 5.555 1.758 -0.4 0.0 0.0
H -1.605 4.423 0.429 -0.5 -0.3 0.2
H -2.744 4.318 1.822 0.1 -0.1 0.0
H 1.271 4.321 -1.445 -0.3 0.0 0.2
H 0.085 4.778 -0.251 0.2 -0.3 0.3
H 1.666 6.536 -0.025 -0.3 -0.3 -0.1
H 2.104 6.213 2.185 -0.1 -0.1 -0.1
H 3.596 5.436 1.742 -0.3 -0.1 -0.2
H 2.171 4.467 2.034 0.0 0.0 -0.2
H 2.945 5.816 -1.843 0.1 -0.3 -0.1
H 5.009 4.301 -1.439 0.0 0.0 0.1
H 4.296 3.830 0.122 0.0 0.2 0.0
H 3.480 3.438 -1.392 0.0 0.1 0.1
H 4.980 6.330 0.365 0.0 0.0 -0.1
H 3.778 7.527 -0.108 0.3 0.1 -0.2
H 4.986 6.943 -1.302 -0.1 0.0 0.1
H -3.020 -0.847 -1.153 -0.1 0.1 -0.1
H -1.597 -1.507 -0.868 0.0 -0.1 0.0
H -0.705 0.752 -3.318 -0.1 -0.1 0.2
H 0.629 1.355 -2.330 -0.2 0.0 -0.1
H 1.604 -0.641 -2.659 -0.1 -0.1 0.1
H 0.423 -1.385 -1.594 -0.3 0.0 -0.1
H 1.272 -3.162 -3.424 0.0 0.2 0.3
H -2.668 2.048 0.789 -0.1 -0.1 0.0
H -3.729 0.885 0.020 0.1 -0.3 -0.1
H -1.733 0.457 2.332 0.2 0.0 -0.4
H -3.476 0.309 2.337 0.1 -0.1 0.0
H -2.194 -1.669 3.372 0.5 -0.2 0.2
H -0.681 -1.525 2.375 -0.1 0.0 0.0
H -2.001 2.863 -3.017 -0.1 0.1 0.3
H -3.737 2.626 -1.588 0.5 0.4 0.1
H 1.535 0.997 -0.473 -0.4 -0.4 -0.2
H 1.437 -0.315 2.149 -0.3 0.3 0.0
H 3.558 0.658 0.169 -0.2 0.0 0.0
H 3.910 -0.134 1.698 -0.1 -0.1 -0.1
H 3.018 -1.028 0.479 -0.1 0.2 -0.2
O -2.397 -3.737 5.967 0.0 -0.1 0.0
H -2.507 -4.229 5.148 0.0 0.1 0.0
H -2.472 -4.402 6.658 0.0 0.0 0.1
O -1.975 -7.250 2.594 0.1 -0.1 0.0
H -2.192 -6.345 2.842 0.0 0.0 0.0
H -1.394 -7.152 1.831 0.0 0.0 0.0
O -0.674 -6.324 -5.370 0.1 0.3 -0.2
H -0.596 -5.513 -4.846 0.1 -0.2 0.4
H -1.594 -6.587 -5.277 0.0 0.0 0.0
O -0.267 -4.204 -7.565 0.4 0.1 0.1
H -0.337 -4.768 -6.782 -0.3 -0.3 0.0
H 0.038 -3.359 -7.215 -0.2 0.1 0.0
O 5.763 4.926 2.308 0.3 0.0 0.1
H 5.803 4.310 3.046 -0.1 -0.1 0.0
H 6.192 5.723 2.636 0.0 0.0 0.0
O -3.962 6.382 0.830 -0.2 0.2 0.0
H -3.771 7.294 0.594 0.0 0.0 0.0
H -4.759 6.168 0.334 0.0 -0.1 0.0
O -1.425 -5.517 -2.148 -0.9 -0.1 0.2
H -1.517 -4.865 -2.877 0.4 -0.2 0.7
H -1.899 -5.124 -1.408 -0.1 0.0 -0.1
O -1.708 -10.259 2.815 0.2 0.0 0.1
H -1.918 -9.343 3.045 -0.1 0.1 -0.1
H -1.136 -10.182 2.044 -0.2 0.0 -0.1
O 1.030 -9.545 3.505 0.0 -0.1 0.0
H 0.180 -10.009 3.458 0.1 0.1 0.2
H 0.835 -8.740 3.993 0.0 0.0 0.0
O -5.224 -1.338 2.268 0.1 -0.3 0.3
H -4.284 -1.562 2.165 -0.3 0.2 -0.3
H -5.686 -2.176 2.148 -0.2 0.1 -0.2
O -2.731 5.033 4.722 -0.4 0.2 0.2
H -3.567 4.565 4.614 0.0 0.0 -0.1
H -2.989 5.907 5.030 0.0 0.0 0.0
O 2.589 -3.944 -6.812 0.0 -0.2 0.1
H 1.844 -4.389 -7.248 -0.1 0.2 0.0
H 3.088 -4.660 -6.406 0.0 0.0 0.0
O 3.187 -2.063 -4.428 0.1 -0.1 -0.1
H 3.477 -1.284 -4.911 0.0 0.0 0.1
H 2.858 -2.655 -5.119 0.0 0.0 -0.1
O -7.397 -3.286 0.830 0.0 -0.2 0.1
H -7.618 -3.033 -0.072 0.1 0.1 0.0
H -7.252 -4.236 0.783 0.0 0.0 0.0
O 1.093 -6.076 -2.631 0.2 0.0 0.6
H 0.366 -5.903 -1.993 0.3 0.0 -0.8
H 0.948 -6.985 -2.907 -0.1 0.0 -0.1
O 5.827 -1.683 2.224 0.1 -0.1 0.1
H 6.228 -1.676 3.099 0.0 0.0 0.0
H 5.822 -2.611 1.970 -0.1 0.0 -0.1
O 1.627 4.570 -3.660 0.0 0.0 -0.3
H 1.881 5.381 -4.112 0.0 0.0 0.0
H 1.206 4.037 -4.343 -0.1 -0.1 0.1
```
Forces are in eV/Å.

Its HOMO energy is -4.5 eV. For the frontier orbital gap, the calculation gives 6.2190 eV. As for the multiplicity: 1. The net charge is -1.